8
Properties=species:S:1:pos:R:3:forces:R:3:mulliken_charge:R:1 method="wB97M-V/def2-TZVPD" smiles="O=CC#CC=O" homo_lumo_gap_ev=9.7 e_homo_ev=-10.9 e_lumo_ev=-1.14 total_charge=0
O -3.006 -0.095 0.429 0.56 0.01 -0.12 -0.4201
C -1.829 -0.325 0.368 -0.48 0.06 0.08 0.0537
C -0.745 0.515 -0.145 0.62 0.01 -0.03 0.1515
C 0.427 0.706 -0.386 -0.63 -0.33 0.21 0.0057
C 1.831 0.299 -0.358 0.17 -0.41 0.03 -0.0282
O 2.064 -0.887 -0.326 0.16 0.59 -0.12 -0.3838
H -1.368 -1.269 0.725 -0.31 0.04 0.02 0.3097
H 2.626 1.055 -0.308 -0.09 0.02 -0.08 0.3116

17
Properties=species:S:1:pos:R:3:forces:R:3:mulliken_charge:R:1 method="wB97M-V/def2-TZVPD" homo_lumo_gap_ev="11.3 / 4.6" e_homo_ev="-10.4 / -9.3" e_lumo_ev="0.88 / -4.67" total_charge=0 multiplicity=2 s_squared=0.765
C -0.433 0.234 1.754 1.77 -0.34 0.58 -0.3936
O -0.120 -1.128 1.930 -0.66 1.06 0.38 -0.4780
C -1.536 0.476 0.690 -1.75 0.82 1.08 -0.2324
N -1.326 1.789 0.065 -0.56 -1.65 -0.66 -0.6571
H -0.762 0.564 2.750 0.23 0.29 -0.46 0.3287
H 0.483 0.813 1.357 -1.18 -0.78 0.63 0.2427
H 0.342 -1.448 1.137 0.47 -0.19 -0.74 0.5089
H -1.479 -0.381 0.047 0.08 -0.21 -0.68 0.2406
H -2.544 0.401 1.242 1.38 0.42 -0.92 0.3191
H -2.180 2.079 -0.418 0.29 0.18 0.41 0.2656
H -0.602 1.611 -0.646 -0.31 0.43 0.40 0.4111
N 2.065 -0.928 -2.263 0.26 -1.26 0.98 -0.4506
C 1.288 -0.791 -1.125 -0.04 -0.21 -0.81 0.6790
O 0.635 0.327 -1.126 0.60 -1.28 1.14 -0.5425
O 1.220 -1.763 -0.270 -0.27 2.22 -1.36 -0.6793
H 2.267 -0.117 -2.817 -0.10 0.01 0.06 0.2185
H 2.682 -1.735 -2.309 -0.22 0.50 -0.05 0.2193

58
Properties=species:S:1:pos:R:3:forces:R:3:mulliken_charge:R:1 method="wB97M-V/def2-TZVPD" homo_lumo_gap_ev="7.4 / 7.4" e_homo_ev="-13.9 / -13.9" e_lumo_ev="-6.51 / -6.45" total_charge=+2 multiplicity=4 s_squared=3.761
V 9.347 13.139 4.375 3.31 -0.41 -1.15 0.3332
O 15.843 14.158 4.929 1.88 -1.74 0.31 -0.4734
C 15.602 12.724 5.075 -0.71 0.14 -0.04 -0.4011
C 14.059 12.636 4.919 0.51 0.22 0.43 -0.0143
C 13.284 11.479 4.793 0.49 0.77 0.53 -0.7837
C 11.936 11.577 5.007 -1.59 -0.82 0.42 -0.5277
N 11.257 12.731 5.102 0.38 0.60 0.14 -0.7633
C 11.968 13.890 5.063 0.34 -1.03 -1.29 0.6107
C 13.360 13.839 4.996 -0.48 1.72 0.47 -0.3606
C 11.181 15.128 4.834 -0.07 1.24 -0.28 0.3818
C 11.766 16.377 4.957 0.21 0.30 0.53 -0.6897
C 10.999 17.543 4.882 -1.16 -0.28 -0.97 0.4667
C 11.530 18.962 4.835 -0.57 -0.62 -0.03 -0.6124
O 12.897 18.812 5.090 0.36 0.97 0.31 -0.4885
C 9.619 17.373 4.708 0.59 -0.40 0.33 -0.9065
C 9.095 16.128 4.473 0.85 0.25 -0.08 -0.3698
N 9.881 15.032 4.435 0.32 0.56 1.46 -0.2613
H 16.819 14.286 4.996 -1.03 0.01 -0.09 0.3203
H 15.910 12.321 6.118 -0.54 0.72 -1.62 0.3058
H 16.093 12.089 4.280 -0.33 0.81 0.78 0.3317
H 13.673 10.506 4.622 0.48 -0.54 0.04 0.4761
H 11.315 10.679 5.191 0.66 0.43 -0.55 1.0335
H 13.885 14.818 5.029 -0.25 -1.27 -0.12 0.5987
H 12.817 16.423 5.200 -0.05 0.32 -0.07 0.7460
H 10.925 19.582 5.562 0.93 -0.46 -0.61 0.3998
H 11.321 19.369 3.791 0.36 -0.40 1.17 0.2647
H 13.182 19.416 5.785 0.07 0.07 -0.18 0.3117
H 8.993 18.224 4.822 -0.63 0.51 -0.26 0.4508
H 8.045 16.007 4.302 -0.36 -0.24 -0.16 0.4262
C 5.914 13.048 3.708 0.08 2.18 -1.59 -1.1942
P 7.280 12.617 4.781 -4.47 -1.73 1.36 1.1839
C 6.436 12.688 6.412 1.50 0.69 0.37 -1.3894
C 7.645 10.887 4.339 -0.34 0.21 0.34 0.2471
C 6.904 9.809 4.780 0.12 -1.12 0.28 -0.3256
C 7.366 8.504 4.460 -0.33 1.08 -0.05 -0.8981
C 8.592 8.359 3.873 1.75 0.94 -0.54 -0.5660
C 9.414 9.462 3.515 -0.79 -0.32 -0.02 -0.7082
C 8.834 10.708 3.609 -0.01 0.60 0.73 0.0674
H 5.595 12.280 3.028 0.25 -0.56 -0.28 0.4071
H 6.255 13.937 3.059 -0.97 -1.13 0.93 0.2931
H 5.028 13.288 4.291 0.09 0.43 0.03 0.4231
H 5.523 12.121 6.447 -0.41 -0.18 -0.17 0.4542
H 6.232 13.780 6.581 0.12 -1.06 0.05 0.3877
H 7.135 12.296 7.182 -0.51 0.43 -0.28 0.3990
H 6.008 9.924 5.404 0.37 0.03 -0.41 0.3360
H 6.795 7.622 4.668 -0.36 -0.17 0.29 0.4566
H 9.070 7.423 3.655 -0.34 -0.59 0.21 0.5482
H 10.460 9.295 3.269 -0.51 0.10 -0.53 0.6012
H 9.251 11.639 3.160 0.40 -0.99 -0.41 0.3862
N 11.742 6.226 4.773 0.66 1.62 0.58 -0.4080
C 12.239 7.497 4.988 -2.17 -0.20 -0.65 1.1148
O 11.489 8.497 5.000 1.54 -1.46 0.53 -0.5275
C 13.690 7.586 5.080 2.73 -1.48 -1.17 -1.5841
I 14.516 6.560 3.093 -0.47 1.23 1.26 0.1498
H 10.841 6.093 5.181 -0.46 -0.51 -0.05 0.2833
H 12.440 5.500 4.790 -0.37 -0.41 0.12 0.1751
H 14.308 6.874 5.683 -1.28 0.67 0.01 0.4427
H 14.056 8.587 5.213 0.17 0.21 -0.33 0.4392

11
Properties=species:S:1:pos:R:3:forces:R:3:mulliken_charge:R:1 method="wB97M-V/def2-TZVPD" homo_lumo_gap_ev=9.1 e_homo_ev=-9.1 e_lumo_ev=0.02 total_charge=0
C -0.335 2.457 1.612 -0.79 1.37 0.45 0.4511
C -0.773 3.629 1.604 0.03 0.07 0.19 -0.7585
C 0.381 0.270 0.833 -0.05 1.89 0.37 0.2872
C -0.380 -0.967 -1.102 -0.48 -5.46 0.61 -1.1530
C 0.708 -0.811 -0.040 1.64 -3.38 -1.01 -0.3636
N -0.037 1.280 1.240 1.45 -2.46 -1.09 -0.0039
H -0.576 -0.114 -1.580 -0.24 3.38 -2.19 0.4013
H -1.333 -1.214 -0.636 -0.07 -0.09 0.28 0.3317
H -0.245 -1.873 -1.871 0.27 2.16 1.71 0.2855
H 1.688 -0.902 -0.625 -0.81 1.61 1.11 0.2689
H 0.903 -1.754 0.565 -0.95 0.91 -0.43 0.2533

12
Properties=species:S:1:pos:R:3:forces:R:3:mulliken_charge:R:1 method="wB97M-V/def2-TZVPD" smiles=Nc1nc(O)c[nH]1 homo_lumo_gap_ev=8.5 e_homo_ev=-7.7 e_lumo_ev=0.82 total_charge=0
N 1.133 -1.972 0.124 0.04 -0.03 -0.11 -0.5073
C 0.485 -0.747 0.020 -0.11 -0.01 0.16 0.2425
N 0.856 0.245 -0.755 -0.24 -0.11 0.07 -0.6261
C -0.032 1.247 -0.478 -0.18 -0.17 0.11 0.6353
O 0.042 2.395 -1.193 -0.01 0.14 0.05 -0.5022
C -0.930 0.885 0.483 -0.01 0.12 -0.15 -0.5848
N -0.589 -0.435 0.787 0.24 0.01 -0.14 -0.0385
H 1.841 -2.059 -0.594 -0.06 0.04 0.08 0.2886
H 0.513 -2.772 0.103 0.03 0.09 0.01 0.2438
H -0.773 2.889 -1.047 0.15 0.02 -0.02 0.3091
H -1.744 1.407 0.959 0.05 -0.09 -0.08 0.3661
H -1.011 -1.008 1.494 0.08 -0.02 0.03 0.1736

38
Properties=species:S:1:pos:R:3:forces:R:3:mulliken_charge:R:1 method="wB97M-V/def2-TZVPD" homo_lumo_gap_ev=2.0 e_homo_ev=-17.8 e_lumo_ev=-15.80 total_charge=+3
C -2.583 -0.623 3.856 0.29 1.42 1.02 -0.8726
C -2.452 -0.078 2.318 -1.54 -0.49 0.11 -0.6213
C -1.521 -1.030 1.330 -0.82 3.03 -1.92 0.3457
C -2.154 -0.795 -0.201 -0.04 2.87 -7.91 0.0469
N -2.388 -0.398 -1.435 1.99 -3.68 11.44 -0.4718
C 0.057 -0.488 1.382 1.47 -0.55 1.44 1.5009
F 0.276 0.144 2.737 -0.71 -1.80 -3.80 -0.3249
C 1.154 -1.746 1.335 5.54 -5.35 0.40 -0.4509
N 2.075 -2.687 1.378 -8.27 8.35 -0.47 -0.3247
C 0.376 0.697 0.291 1.08 0.81 0.14 -1.1094
C 0.956 0.185 -1.151 -0.68 -4.02 -3.26 0.7376
O 0.705 -0.978 -1.755 1.71 7.17 3.90 -0.4122
C 1.926 1.257 -1.991 0.84 3.37 -0.16 0.1948
C 1.927 2.881 -1.591 2.47 -1.07 -3.33 -0.2229
C 2.872 3.932 -2.485 -0.99 -3.04 0.31 -0.4318
C 3.809 3.433 -3.766 -1.58 -4.50 0.90 -0.2176
C 3.824 1.831 -4.143 -3.02 1.32 4.12 -0.2662
C 2.889 0.759 -3.264 0.57 2.63 -0.13 -0.0914
S -1.692 -2.871 1.663 1.81 -6.03 1.32 1.0862
C -3.573 -3.206 1.725 -2.42 -1.18 -0.07 -0.9005
O -1.187 -3.772 0.468 -1.46 3.78 3.03 -0.3963
O -1.088 -3.347 3.006 -1.82 2.66 -4.21 -0.4163
H -3.216 0.199 4.447 1.31 -1.79 -1.43 0.3868
H -1.523 -0.629 4.406 -2.42 -0.31 -1.36 0.2631
H -3.167 -1.628 3.987 1.37 1.94 -0.46 0.2179
H -3.536 -0.077 1.825 2.36 -0.01 1.03 0.4244
H -2.088 1.045 2.268 -0.39 -2.47 0.09 0.3956
H 1.238 1.364 0.779 -1.76 -1.68 -0.89 0.5303
H -0.541 1.451 0.161 1.78 -2.00 0.11 0.5123
H 1.261 3.294 -0.691 1.72 -0.91 -2.31 0.3111
H 2.899 5.093 -2.239 -0.14 -2.72 -0.45 0.3901
H 4.455 4.148 -4.432 -1.43 -1.17 1.68 0.3458
H 4.441 1.360 -5.029 -1.39 0.80 4.14 0.2620
H 2.865 -0.408 -3.506 0.11 2.74 0.51 0.4177
H -4.199 -2.383 1.175 1.56 -1.25 1.05 0.3508
H -3.796 -4.225 1.163 1.05 2.10 0.98 0.4331
H -3.936 -3.388 2.847 1.34 0.74 -2.32 0.3799
Tl 4.637 1.682 -6.870 0.53 0.29 -3.26 0.9980

| no. | molar mass (Da) | E_tot (eV) |
| --- | --- | --- |
| 1 | 82.06 | -8271.691 |
| 2 | 121.12 | -12376.880 |
| 3 | 590.30 | -76926.079 |
| 4 | 79.10 | -6749.782 |
| 5 | 99.09 | -9709.931 |
| 6 | 526.74 | -43112.492 |